# 1
Computed, not measured: C15H15N3O2S in the gas phase in a non-equilibrium geometry, with ωB97M-V with the def2-TZVPD basis set.

Each line ends with the Mulliken charge.
Positions of all 36 atoms, in Å:
C1 3.58015 2.23659 -0.33052  -1.079
C2 3.84994 1.34841 -1.53760  -0.386
C3 2.67769 0.40208 -1.83644  -1.076
C4 2.49914 -0.60139 -0.74087  0.547
C5 3.18858 -1.77293 -0.69265  -0.446
C6 3.01227 -2.69734 0.39507  0.038
O1 3.56117 -3.76181 0.56899  -0.660
N1 2.06626 -2.24120 1.33933  -0.068
C7 1.42880 -1.06200 1.20984  0.132
S1 0.30522 -0.64213 2.49359  -0.277
C8 -0.44174 0.86932 1.77470  -0.377
C9 -1.73607 0.54600 1.14455  0.637
N2 -1.90457 -0.00479 -0.00809  -0.527
C10 -3.26678 -0.13142 -0.15229  0.584
C11 -4.04289 -0.64859 -1.18050  -0.776
C12 -5.41182 -0.62307 -1.00807  -0.470
C13 -5.99999 -0.10188 0.14516  -0.372
C14 -5.24384 0.41714 1.17987  -1.093
C15 -3.87294 0.39084 1.00924  0.849
O2 -2.87801 0.81876 1.82945  -0.419
N3 1.61670 -0.24437 0.23319  0.106
H1 3.41773 1.63496 0.56026  0.259
H2 4.42460 2.89773 -0.15009  0.366
H3 2.69465 2.84564 -0.49780  0.272
H4 4.75102 0.75629 -1.36422  0.327
H5 4.02266 1.97377 -2.41576  0.332
H6 1.75941 0.98256 -1.93010  0.331
H7 2.87007 -0.11996 -2.77456  0.387
H8 3.88551 -2.05085 -1.46607  0.471
H9 1.88044 -2.84691 2.13059  0.217
H10 0.28279 1.20357 1.03085  0.080
H11 -0.57439 1.57841 2.58874  0.465
H12 -3.58322 -1.05022 -2.06826  0.454
H13 -6.05013 -1.01660 -1.78477  0.377
H14 -7.07583 -0.10456 0.23199  0.375
H15 -5.69258 0.81998 2.07325  0.420

Summary:
Kohn-Sham gap ... 9.18 eV
Structure (SMILES) ... CCCc1cc(=O)[nH]c(SCc2nc3ccccc3o2)n1


# 2
Computed, not measured: a gas-phase ion, C6H6N3O2 (charge -1) in a non-equilibrium geometry, with ωB97M-V with the def2-TZVPD basis set.

Each line ends with the Mulliken charge.
Positions of all 17 atoms, in Å:
O1 5.34585 -0.88918 0.06625  -0.524
N1 4.10001 -0.93708 0.01563  -0.362
C1 3.41975 0.14023 0.31757  -0.522
C2 2.04335 0.53500 0.18753  -0.231
C3 0.83597 -0.10157 0.08253  0.752
C4 -0.28846 0.77687 0.03066  -0.466
N2 -1.56667 0.31784 -0.05709  -0.015
C5 -1.77198 -1.04644 -0.15869  0.166
O2 -3.12268 -1.32396 -0.05234  -0.557
C6 -0.71357 -1.92947 -0.14703  -0.287
N3 0.55329 -1.47957 0.11170  -0.696
H1 4.04450 1.00706 0.54344  0.362
H2 2.04104 1.55670 0.14104  0.204
H3 -0.04094 1.85938 0.23933  0.194
H4 -2.18173 1.04629 -0.35469  0.228
H5 -3.40964 -2.12352 0.45434  0.306
H6 -0.98791 -2.91615 -0.18857  0.449

Summary:
Kohn-Sham gap (alpha / beta) ... 5.12 / 4.81 eV
Structure (SMILES) ... O=N/C=C\C1=CNC(O)=C[N-]1
Charge ... -1


# 3
Computed, not measured: a gas-phase ion, C5H6N (charge +1) in a non-equilibrium geometry, with ωB97M-V with the def2-TZVPD basis set.

Each line ends with the Mulliken charge.
Positions of all 12 atoms, in Å:
C1 -0.16661 1.51479 -1.04407  -0.190
N1 -1.06475 0.61407 -0.98947  -0.211
C2 -1.05523 0.27172 0.37407  -0.055
C3 -0.11037 -1.33811 0.40512  -0.678
C4 1.13615 -0.34026 0.22945  -0.405
C5 0.26243 0.85298 0.14002  0.544
H1 0.25071 2.24723 -1.84121  0.334
H2 -1.88392 0.40732 1.15106  0.375
H3 -0.43508 -2.09022 -0.28151  0.340
H4 -0.19067 -1.59868 1.40685  0.317
H5 1.57479 -0.06788 1.14777  0.274
H6 1.68255 -0.47295 -0.69807  0.353

Summary:
Kohn-Sham gap ... 9.80 eV
Structure (SMILES) ... C1=[N+]2[C@H]3CC[C@]132
Charge ... +1


# 4
Computed, not measured: 2 unconnected molecules or ions with the total composition C2H8N2O2 in a non-equilibrium geometry, with ωB97M-V with the def2-TZVPD basis set.

Each line ends with the Mulliken charge.
Positions of all 14 atoms, in Å:
C1 -0.16746 0.97550 1.48428  -1.065
N1 0.44674 1.17991 0.21329  -0.155
C2 -0.08152 0.44440 -0.87648  0.598
N2 0.39054 0.59431 -2.16102  -0.398
O1 -0.94120 -0.39213 -0.65798  -0.618
H1 -1.21579 0.66071 1.26863  0.335
H2 -0.39284 1.76538 2.10248  0.415
H3 0.25030 0.19418 2.04833  0.302
H4 1.03171 2.00032 0.15499  0.214
H5 1.20769 1.00405 -2.41373  0.161
H6 -0.06330 0.01117 -2.77877  0.213
O2 0.30082 -2.33609 1.58244  -0.631
H7 0.30118 -2.99104 0.88351  0.308
H8 -0.36298 -1.75799 1.32620  0.322

Summary:
Kohn-Sham gap ... 10.52 eV
Structure (SMILES) ... CNC(N)=O.O


# 5
Computed, not measured: a molecular structure, C11H25AsF12HgNO4P3S2 in a non-equilibrium geometry, with ωB97M-V with the def2-TZVPD basis set.

Each line ends with the Mulliken charge.
Positions of all 60 atoms, in Å:
Hg1 -0.04636 -0.48348 -0.41007  2.240
F1 1.68742 -0.57518 5.83283  -0.195
C1 0.61638 -0.66971 5.05157  0.430
F2 -0.48252 -0.17929 5.66216  -0.235
F3 0.28638 -1.94765 4.85876  -0.266
S1 0.80648 0.28016 3.48629  0.946
O1 1.16056 1.63933 3.86505  -0.593
O2 -0.42832 0.03720 2.79991  -0.500
N1 2.09008 -0.56845 3.01060  -0.564
S2 2.89089 -0.45269 1.71818  1.019
O3 3.76533 -1.60298 1.56303  -0.711
O4 2.08706 -0.05710 0.58921  -0.985
C2 4.13699 0.91079 2.05588  0.546
F4 3.46848 2.07116 2.20620  -0.192
F5 4.91553 0.97467 0.96676  -0.217
F6 4.81621 0.58942 3.12305  -0.192
C3 1.08630 -0.74387 -4.11467  -1.449
P1 1.13083 0.11321 -2.53117  0.879
C4 2.90311 0.63477 -2.50400  -1.328
C5 0.25164 1.68105 -2.92040  -1.358
C6 0.24226 2.81865 -1.86023  -0.990
P2 -0.40170 2.05434 -0.32024  0.662
C7 -2.05709 2.78982 -0.15893  -1.263
C8 0.63156 2.87614 0.94511  -1.152
H1 2.09109 -1.02918 -4.46576  0.478
H2 0.68210 -0.04625 -4.86305  0.387
H3 0.56260 -1.71069 -4.22791  0.313
H4 3.31760 1.07183 -3.40928  0.458
H5 3.54332 -0.25270 -2.31834  0.420
H6 3.07323 1.35235 -1.64197  0.229
H7 -0.76314 1.35473 -3.15907  0.205
H8 0.70802 1.96647 -3.84238  0.728
H9 -0.39969 3.69852 -2.07966  0.562
H10 1.26538 3.25172 -1.70892  0.355
H11 -2.12370 3.77024 -0.70500  0.418
H12 -2.12030 2.90176 0.93004  0.426
H13 -2.86698 2.17339 -0.56034  0.247
H14 0.75945 3.89118 0.69240  0.657
H15 1.57142 2.30430 0.95298  -0.083
H16 0.13795 2.73145 1.93175  0.328
F7 -3.13589 -0.48773 -1.30775  -0.373
P3 -3.29758 -0.44686 -2.91088  1.321
F8 -3.26036 -0.33616 -4.48020  -0.380
F9 -3.60492 -1.98505 -2.96664  -0.390
F10 -4.84972 -0.12045 -2.90811  -0.356
F11 -1.64349 -0.73028 -2.94893  -0.510
F12 -3.06552 1.21114 -2.78263  -0.387
C9 -1.88644 -3.42476 -0.48862  -0.782
As1 -1.41770 -2.19880 0.95034  0.233
C10 -2.88246 -1.65447 2.03449  -0.984
C11 -0.35657 -3.31515 2.06078  -0.633
H17 -1.99249 -2.89679 -1.48263  0.124
H18 -2.73050 -4.05563 -0.20873  0.406
H19 -0.99384 -4.12609 -0.66997  0.292
H20 -3.50167 -2.45595 2.29703  0.477
H21 -3.47887 -0.90888 1.51285  0.254
H22 -2.44492 -1.17572 2.87129  0.278
H23 -0.06159 -2.69682 2.92309  -0.008
H24 0.57336 -3.64025 1.58648  0.354
H25 -0.96467 -4.17471 2.47836  0.404

Summary:
Kohn-Sham gap ... 9.45 eV


# 6
Computed, not measured: 4 unconnected molecules or ions with the total composition C4H16O4 in a non-equilibrium geometry, with ωB97M-V with the def2-TZVPD basis set.

Each line ends with the Mulliken charge.
Positions of all 24 atoms, in Å:
C1 -1.48929 -2.58250 0.06307  -0.528
O1 -1.69623 -4.00511 0.26853  -0.540
H1 -0.64602 -2.35682 -0.58967  0.174
H2 -2.38275 -2.01016 -0.18639  0.309
H3 -1.16214 -2.09742 0.98273  0.273
H4 -1.98422 -4.54092 -0.47414  0.295
C2 -0.15757 1.16279 -1.56411  -0.580
O2 0.81259 1.70955 -0.69800  -0.531
H5 0.20221 1.02025 -2.58310  0.332
H6 -0.60163 0.24400 -1.18105  0.139
H7 -1.03257 1.79713 -1.70587  0.351
H8 1.61001 1.19528 -0.84376  0.307
C3 -1.74712 2.61420 2.01162  -0.553
O3 -0.36285 2.68721 1.79663  -0.475
H9 -1.95558 2.67287 3.07990  0.258
H10 -2.31203 3.41590 1.53594  0.255
H11 -2.17991 1.64826 1.75137  0.209
H12 -0.22695 2.56306 0.85445  0.314
C4 2.66150 -1.00865 -0.11567  -0.465
O4 2.90779 -0.45420 -1.40258  -0.530
H13 2.62060 -0.17958 0.59078  0.284
H14 1.69445 -1.51136 -0.13031  0.010
H15 3.56493 -1.60711 0.00166  0.380
H16 3.86281 -0.37666 -1.46203  0.314

Summary:
Kohn-Sham gap ... 10.53 eV
Structure (SMILES) ... CO.CO.CO.CO